Here is C8H11NPSW as an isolated structure at a distorted geometry from the OMol25 dataset. Energies are from ωB97M-V/def2-TZVPD.

## Properties
* total charge: +1
* 2S+1: 3
* M: 368.06 Da
* ⟨S²⟩: 2.127
* lowest unoccupied orbital energy (spin up / spin down): -4.4 / -4.9 eV
* HOMO-LUMO gap (spin up / spin down): 6.67 / 5.58 eV
* energy relative to the best compared isomer or geometry (same formula, charge and spin): 377.40 kJ/mol

Cartesian coordinates (Å):
C -2.255 0.305 -0.036
C -2.330 1.665 0.443
C -1.724 1.621 1.747
C -1.547 0.283 2.220
C -1.815 -0.553 1.099
W 0.846 -1.703 -1.011
P -0.373 -0.847 -2.868
H -2.431 -0.022 -1.035
H -2.505 2.564 -0.213
H -1.670 2.483 2.427
H -1.790 -1.665 1.087
H -1.091 -0.097 3.163
H 0.564 0.000 -3.526
H -1.540 -0.113 -3.157
H -0.551 -1.834 -3.966
S 3.153 0.382 1.745
C 3.648 -0.302 0.228
C 2.587 -0.738 -0.469
N 1.308 -0.541 0.238
C 1.543 0.134 1.415
H 4.686 -0.372 -0.049
H 2.528 -1.097 -1.533
H 0.759 0.444 2.051